A structure of composition C15H30ClIMgO9. Source: the Open Molecules 2025 dataset; level of theory: ωB97M-V/def2-TZVPD.

Output
- Strongest force on any atom: 6.9 eV/A
- Highest occupied orbital energy: -7.5 eV
- 2S+1: 1
- LUMO: 0.003 Ha

Geometry as XYZ:
```
57
Properties=species:S:1:pos:R:3:nbo_charge:R:1
Mg 0.048 0.236 -0.330 1.698
I -0.672 2.785 -0.225 -0.858
Cl -1.299 -0.702 -1.951 -0.894
C 2.604 -2.274 2.310 -0.253
O 1.655 -3.203 1.806 -0.501
C 1.028 -2.862 0.631 1.023
O 0.945 -1.760 0.131 -0.683
O 0.396 -3.973 0.217 -0.501
C -0.541 -4.003 -0.835 -0.256
H 2.143 -1.591 3.023 0.178
H 3.073 -1.726 1.493 0.194
H 3.363 -2.804 2.886 0.199
H -1.376 -3.306 -0.761 0.221
H -0.931 -5.020 -0.810 0.200
H 0.096 -3.704 -1.668 0.194
C 1.931 -1.938 -3.403 -0.274
O 2.419 -0.681 -3.677 -0.482
C 2.342 0.382 -2.767 1.046
O 1.724 0.345 -1.592 -0.778
O 2.734 1.475 -3.404 -0.460
C 2.838 2.681 -2.743 -0.257
H 2.594 -2.620 -2.870 0.174
H 1.513 -2.334 -4.328 0.207
H 1.172 -1.939 -2.621 0.221
H 3.331 2.603 -1.774 0.195
H 1.864 3.170 -2.761 0.223
H 3.453 3.157 -3.507 0.198
C -0.959 -1.727 3.266 -0.727
C -1.648 -0.904 2.191 0.665
O -0.899 -0.377 1.341 -0.653
C -3.185 -0.821 2.181 -0.725
H 0.098 -1.463 3.262 0.229
H -1.020 -2.782 2.997 0.248
H -1.316 -1.623 4.291 0.237
H -3.537 -1.842 2.334 0.229
H -3.560 -0.540 1.196 0.260
H -3.656 -0.203 2.946 0.254
C -4.853 2.935 -3.149 -0.729
C -5.729 3.133 -1.907 0.608
O -6.863 3.590 -1.876 -0.559
C -4.980 2.820 -0.614 -0.730
H -5.369 3.210 -4.069 0.222
H -4.407 1.945 -3.245 0.244
H -4.005 3.607 -3.020 0.239
H -5.066 3.677 0.053 0.236
H -3.937 2.592 -0.833 0.240
H -5.457 1.951 -0.160 0.227
C 2.640 1.638 3.331 -0.729
C 2.598 1.048 1.898 0.655
O 1.588 0.597 1.326 -0.604
C 3.984 1.037 1.216 -0.737
H 1.919 1.059 3.909 0.233
H 2.372 2.679 3.514 0.267
H 3.649 1.493 3.716 0.218
H 4.414 1.880 0.676 0.259
H 4.021 0.056 0.742 0.232
H 4.718 0.943 2.017 0.214
```

---

A structure of composition C15H30F6O6SSi2. Source: the Open Molecules 2025 dataset; level of theory: ωB97M-V/def2-TZVPD.

Output
- Strongest force on any atom: 0.7 eV/A
- Highest occupied orbital energy: -9.9 eV
- 2S+1: 1
- LUMO: 0.022 Ha
- Energy relative to the best compared isomer or geometry (same formula, charge and spin): 0.0 kcal per mole

Geometry as XYZ:
```
60
Properties=species:S:1:pos:R:3:nbo_charge:R:1
C -1.687 0.195 2.110 -0.606
C -2.162 1.061 0.939 -0.224
C -2.976 2.253 1.449 -0.598
C -2.901 0.331 -0.211 -0.395
C -2.186 0.542 -1.546 -0.229
C -3.142 0.411 -2.735 -0.606
C -0.988 -0.398 -1.672 -0.056
O 0.159 0.301 -2.174 -0.910
Si 1.639 0.078 -1.528 1.722
O 2.417 1.517 -1.540 -1.251
Si 2.209 2.634 -0.351 1.292
S 2.087 4.594 -1.150 -0.439
H -0.726 0.571 2.466 0.206
H -1.539 -0.848 1.840 0.213
H -2.360 0.246 2.962 0.204
H -1.259 1.480 0.489 0.191
H -2.981 3.057 0.714 0.204
H -2.540 2.650 2.363 0.207
H -4.005 1.958 1.647 0.203
H -3.919 0.711 -0.289 0.205
H -2.952 -0.738 -0.009 0.206
H -1.769 1.550 -1.569 0.206
H -3.874 -0.377 -2.570 0.203
H -2.598 0.217 -3.657 0.209
H -3.692 1.341 -2.876 0.210
H -1.219 -1.197 -2.376 0.179
H -0.760 -0.858 -0.708 0.173
H 1.539 -0.457 -0.154 -0.244
H 2.419 -0.839 -2.379 -0.243
H 1.001 2.283 0.426 -0.205
H 3.392 2.633 0.522 -0.186
H 0.765 4.707 -1.226 0.160
C -3.517 -4.175 6.209 -0.638
C -4.170 -4.774 4.985 -0.078
O -4.877 -3.765 4.226 -0.476
C -4.146 -3.045 3.398 0.695
O -2.972 -3.128 3.191 -0.547
C -5.051 -2.046 2.642 0.900
F -5.918 -1.453 3.459 -0.306
F -5.737 -2.694 1.695 -0.310
F -4.307 -1.116 2.063 -0.302
H -4.258 -3.664 6.825 0.217
H -3.057 -4.963 6.802 0.224
H -2.745 -3.459 5.930 0.225
H -4.937 -5.497 5.254 0.198
H -3.443 -5.259 4.336 0.201
C 4.891 1.990 -4.199 -0.637
C 5.646 0.682 -4.212 -0.079
O 7.054 0.889 -3.950 -0.478
C 7.398 0.988 -2.680 0.695
O 6.693 0.917 -1.719 -0.545
C 8.931 1.171 -2.575 0.897
F 9.379 2.057 -3.462 -0.308
F 9.534 0.001 -2.808 -0.312
F 9.263 1.582 -1.362 -0.300
H 5.323 2.693 -4.911 0.214
H 3.849 1.816 -4.464 0.228
H 4.915 2.444 -3.210 0.225
H 5.618 0.213 -5.192 0.196
H 5.248 -0.017 -3.479 0.202
```

---

A structure of composition C15H30MnN2O4P2. Source: the Open Molecules 2025 dataset; level of theory: ωB97M-V/def2-TZVPD.

Output
- Strongest force on any atom: 3.2 eV/A
- Highest occupied orbital energy (alpha / beta): -6.4 / -6.4 eV
- ⟨S²⟩: 3.943
- 2S+1: 4
- LUMO (alpha / beta): -0.022 / -0.027 Ha

Geometry as XYZ:
```
54
Properties=species:S:1:pos:R:3:mulliken_spin:R:1
Mn 0.321 0.042 -0.144 2.388
P 2.446 -0.440 -1.088 -0.054
P -2.538 0.824 1.441 0.029
N -0.425 -0.095 -1.774 0.538
H 0.611 -1.561 0.203 -0.269
C 3.010 -2.178 -1.119 0.003
H 4.003 -2.276 -1.577 -0.001
H 2.283 -2.777 -1.682 -0.001
H 3.039 -2.568 -0.094 -0.001
C 3.813 0.496 -0.332 -0.010
H 4.758 0.288 -0.847 -0.003
H 3.904 0.241 0.729 0.002
H 3.585 1.566 -0.396 0.000
C 2.444 0.139 -2.818 -0.007
H 3.430 0.051 -3.284 -0.002
H 2.125 1.186 -2.835 0.003
H 1.712 -0.439 -3.387 -0.004
C -3.172 -0.774 1.971 -0.001
H -4.177 -0.696 2.417 0.000
H -2.486 -1.232 2.707 0.000
H -3.213 -1.410 1.075 0.000
C -2.539 2.020 2.805 0.000
H -3.555 2.180 3.169 0.000
H -2.132 2.977 2.441 0.000
H -1.917 1.644 3.636 0.000
C -3.490 1.405 0.021 0.005
H -4.522 1.673 0.300 0.000
H -3.501 0.602 -0.731 0.001
H -2.982 2.270 -0.435 -0.002
C -1.108 0.099 -2.869 -0.099
C -2.196 -0.753 -4.914 -0.111
C -1.662 -0.984 -3.662 0.211
C -1.334 1.432 -3.376 0.213
C -1.882 1.648 -4.637 -0.107
C -2.299 0.551 -5.425 0.222
H -2.551 -1.596 -5.523 -0.004
H -1.605 -1.994 -3.240 0.004
H -1.021 2.273 -2.753 0.005
H -1.986 2.662 -5.011 -0.004
H -2.714 0.727 -6.417 0.015
C 1.979 -0.186 2.847 0.011
O 1.644 0.558 1.904 -0.015
C 2.242 -1.651 2.699 -0.015
H 2.327 -2.128 3.687 -0.001
H 3.198 -1.766 2.172 0.000
H 1.441 -2.154 2.145 0.008
C 2.259 0.341 4.210 -0.003
H 1.779 -0.288 4.966 0.000
H 1.890 1.361 4.309 0.000
H 3.346 0.332 4.341 0.000
O -1.095 -0.154 5.057 0.000
N -0.394 -1.021 4.492 0.000
O -0.895 -2.041 3.967 0.000
O -1.078 0.673 1.032 0.059
```

---

A cluster of 2 separate species, C15H30N2O4 in total. Source: the Open Molecules 2025 dataset; level of theory: ωB97M-V/def2-TZVPD.

Output
- Strongest force on any atom: 8.8 eV/A
- Highest occupied orbital energy: -7.3 eV
- 2S+1: 1
- LUMO: -0.181 Ha
- Energy relative to the best compared isomer or geometry (same formula, charge and spin): 309.6 kcal per mole

Geometry as XYZ:
```
51
Properties=species:S:1:pos:R:3:nbo_charge:R:1
C -3.705 0.481 6.489 -0.274
O -4.235 1.107 5.263 -0.565
C -5.374 0.362 4.705 -0.083
C -4.995 -0.497 3.349 -0.439
C -3.398 -0.909 3.247 -0.235
N -3.191 -1.504 1.872 -0.640
C -2.050 -0.863 1.115 -0.327
C -2.187 0.765 0.909 0.732
O -1.055 1.402 0.501 -0.654
O -3.385 1.578 1.169 -0.644
H -2.523 0.456 6.546 0.194
H -4.045 -0.656 6.532 0.176
H -4.164 1.107 7.396 0.185
H -6.194 1.158 4.364 0.196
H -5.916 -0.356 5.454 0.170
H -5.597 -1.519 3.288 0.195
H -5.254 0.093 2.358 0.249
H -2.657 -0.051 3.536 0.222
H -3.236 -1.764 4.064 0.165
H -2.889 -2.509 2.049 0.353
H -2.080 -1.330 0.017 0.214
H -0.984 -1.116 1.566 0.192
C 2.157 0.697 -4.663 -0.634
C 1.597 0.221 -3.288 0.098
C 1.496 1.409 -2.283 -0.407
C 2.806 1.803 -1.616 -0.413
C 3.500 0.583 -1.024 -0.406
C 3.719 -0.532 -2.078 0.107
N 2.446 -0.912 -2.786 0.153
O 1.671 -1.664 -1.887 -0.198
C 4.791 -0.049 -3.094 -0.635
C 4.400 -1.755 -1.384 -0.612
C 0.120 -0.194 -3.613 -0.606
H 3.077 0.184 -4.956 0.221
H 1.465 0.478 -5.487 0.231
H 2.352 1.772 -4.680 0.224
H 0.787 1.147 -1.483 0.265
H 1.073 2.289 -2.781 0.243
H 3.458 2.317 -2.330 0.199
H 2.603 2.526 -0.816 0.254
H 4.460 0.891 -0.590 0.236
H 2.903 0.205 -0.186 0.235
H 4.959 -0.796 -3.879 0.222
H 5.755 0.115 -2.594 0.234
H 4.545 0.900 -3.571 0.220
H 3.821 -2.138 -0.537 0.236
H 5.384 -1.482 -0.984 0.228
H 4.553 -2.576 -2.096 0.224
H 0.087 -1.066 -4.278 0.222
H -0.412 0.624 -4.114 0.234
H -0.459 -0.430 -2.712 0.242
```

---

A cluster of 4 separate species, C15H30N3O5S in total. Source: the Open Molecules 2025 dataset; level of theory: ωB97M-V/def2-TZVPD.

Output
- Strongest force on any atom: 0.9 eV/A
- Charge: +1
- Highest occupied orbital energy: -11.9 eV
- 2S+1: 1
- LUMO: -0.116 Ha

Geometry as XYZ:
```
54
Properties=species:S:1:pos:R:3:nbo_charge:R:1
O 4.787 0.587 -1.606 -0.889
S 3.553 0.413 -2.288 2.060
O 3.235 1.168 -3.455 -0.907
C 2.227 0.672 -1.103 -0.755
C 0.924 0.218 -1.616 0.481
N 0.565 -1.001 -1.968 -0.288
N -0.732 -1.073 -2.361 -0.184
C -1.160 0.156 -2.255 0.191
N -0.149 0.980 -1.799 -0.485
H 3.386 -0.910 -2.563 -0.033
H 2.465 0.092 -0.214 0.322
H 2.225 1.717 -0.836 0.295
H 1.163 -1.806 -1.892 0.447
H -2.152 0.505 -2.465 0.265
H -0.189 1.971 -1.631 0.462
C 4.284 3.403 2.398 -0.431
C 3.050 3.253 3.284 -0.431
C 2.168 2.348 2.439 -0.065
O 3.054 1.509 1.683 -0.580
C 4.401 2.013 1.792 -0.073
H 5.178 3.696 2.943 0.234
H 4.102 4.145 1.618 0.204
H 3.315 2.754 4.218 0.212
H 2.568 4.198 3.529 0.229
H 1.555 2.935 1.742 0.152
H 1.506 1.723 3.039 0.184
H 4.970 1.342 2.441 0.178
H 4.860 2.010 0.804 0.196
C -5.388 -2.102 -2.068 -0.432
C -5.781 -1.473 -3.404 -0.431
C -5.991 -0.016 -3.013 -0.070
O -5.083 0.242 -1.931 -0.550
C -4.559 -0.991 -1.442 -0.062
H -4.838 -3.036 -2.168 0.222
H -6.276 -2.292 -1.464 0.212
H -4.957 -1.558 -4.117 0.199
H -6.665 -1.919 -3.854 0.230
H -7.011 0.162 -2.662 0.177
H -5.780 0.679 -3.826 0.186
H -3.510 -1.069 -1.752 0.134
H -4.599 -0.994 -0.351 0.188
C -0.301 -1.749 2.957 -0.430
C 1.024 -2.493 2.806 -0.431
C 1.142 -2.612 1.295 -0.072
O 0.494 -1.447 0.749 -0.597
C -0.253 -0.785 1.783 -0.070
H -0.409 -1.239 3.912 0.232
H -1.137 -2.442 2.844 0.213
H 1.843 -1.890 3.202 0.212
H 1.042 -3.460 3.303 0.235
H 0.628 -3.504 0.923 0.178
H 2.179 -2.637 0.953 0.181
H 0.269 0.138 2.048 0.169
H -1.242 -0.531 1.399 0.186
```

---

An isolated molecule of C15H30N4O3. Source: the Open Molecules 2025 dataset; level of theory: ωB97M-V/def2-TZVPD.

Output
- Strongest force on any atom: 5.6 eV/A
- Highest occupied orbital energy: -9.1 eV
- 2S+1: 1
- LUMO: 0.019 Ha
- Energy relative to the best compared isomer or geometry (same formula, charge and spin): 61.8 kcal per mole
- SMILES string: CC[C@@H](C)[C@@H](NC(=O)[C@@H](CCCCN)NC(C)=O)C(=O)NC

Geometry as XYZ:
```
52
Properties=species:S:1:pos:R:3:nbo_charge:R:1
C -1.530 2.760 1.606 -0.620
C -0.912 2.421 2.966 -0.388
C 0.525 1.842 3.011 -0.212
C 0.662 1.719 4.525 -0.611
C 0.768 0.380 2.482 -0.109
N 0.414 0.498 1.021 -0.639
C 0.340 -0.591 0.140 0.696
O 0.314 -1.761 0.554 -0.652
C 0.215 -0.349 -1.391 -0.143
C -1.223 -0.669 -1.946 -0.380
C -1.245 -1.130 -3.449 -0.413
C -2.635 -1.461 -3.849 -0.394
C -3.124 -2.812 -3.337 -0.231
N -2.566 -3.850 -4.231 -0.823
N 0.652 0.919 -1.800 -0.631
C 1.940 1.272 -2.074 0.683
C 2.212 2.726 -2.308 -0.702
O 2.843 0.525 -1.958 -0.586
C 2.163 -0.333 2.699 0.663
O 3.232 0.305 2.817 -0.637
N 2.089 -1.660 2.951 -0.607
C 3.169 -2.667 3.217 -0.404
H -1.872 1.869 1.117 0.205
H -0.968 3.352 0.883 0.200
H -2.429 3.305 1.779 0.210
H -1.534 1.858 3.679 0.210
H -0.810 3.490 3.289 0.208
H 1.183 2.572 2.577 0.213
H 0.930 2.705 4.711 0.216
H 1.628 1.165 4.753 0.220
H -0.125 1.368 5.076 0.204
H 0.067 -0.282 2.970 0.206
H 0.644 1.477 0.668 0.408
H 0.814 -1.154 -1.881 0.250
H -1.770 -1.416 -1.345 0.228
H -1.733 0.260 -1.958 0.182
H -0.543 -2.021 -3.674 0.217
H -0.884 -0.396 -4.123 0.204
H -3.250 -0.684 -3.291 0.198
H -2.726 -1.294 -5.021 0.206
H -2.777 -3.048 -2.370 0.198
H -4.224 -2.730 -3.490 0.169
H -3.179 -4.653 -4.092 0.351
H -2.756 -3.506 -5.179 0.342
H -0.073 1.516 -1.931 0.381
H 1.438 3.331 -1.888 0.205
H 3.164 2.970 -1.936 0.246
H 2.196 2.919 -3.393 0.232
H 1.263 -2.124 2.664 0.408
H 3.675 -2.956 2.217 0.210
H 3.820 -2.419 4.008 0.216
H 2.532 -3.557 3.539 0.200
```